# 1
DFT (ωB97M-V/def2-TZVPD) results for 10 unconnected molecules or ions with the total composition C29H73ClNO11S.

Each line ends with the Löwdin charge.
Atoms and positions in Å:
1 C -0.001 -1.916 2.939  -0.050
2 C -1.078 -1.583 1.759  -0.407
3 C -0.230 -0.639 0.727  -0.057
4 C -2.290 -0.659 2.263  -0.124
5 C -3.577 -1.435 2.824  -0.657
6 S -3.237 -1.896 4.628  0.753
7 C -4.935 -0.578 2.852  -0.155
8 C -5.201 0.306 1.555  -0.661
9 O -5.733 1.436 1.735  -0.023
10 Cl -4.767 -0.169 -0.146  0.706
11 C -3.840 -2.824 2.065  -0.142
12 C -2.525 -3.616 1.594  -0.408
13 C -1.948 -4.619 2.749  -0.042
14 C -3.037 -4.633 0.420  -0.067
15 N -1.472 -2.777 0.957  -0.122
16 O -1.731 -2.494 -0.298  -0.045
17 H 0.600 -2.833 2.608  0.084
18 H 0.699 -1.011 3.057  0.082
19 H -0.492 -2.135 3.942  0.052
20 H 0.492 -1.279 0.097  0.102
21 H 0.341 0.178 1.307  0.096
22 H -0.918 -0.078 0.001  0.077
23 H -1.873 -0.036 3.145  0.121
24 H -2.502 0.097 1.431  0.094
25 H -2.605 -0.789 5.186  -0.095
26 H -4.990 0.008 3.839  0.119
27 H -5.804 -1.341 2.909  0.140
28 H -4.534 -2.731 1.146  0.111
29 H -4.404 -3.533 2.786  0.129
30 H -2.454 -4.472 3.758  0.052
31 H -0.797 -4.555 2.803  0.080
32 H -2.163 -5.713 2.444  0.081
33 H -3.775 -4.126 -0.290  0.077
34 H -3.615 -5.521 0.884  0.090
35 H -2.142 -5.108 -0.134  0.104
36 C -2.394 -0.900 -4.253  -0.084
37 C -3.541 -0.682 -3.286  -0.346
38 O -4.007 -1.930 -2.786  -0.120
39 H -2.711 -1.530 -5.088  0.074
40 H -2.030 0.052 -4.648  0.050
41 H -1.565 -1.416 -3.759  0.078
42 H -4.375 -0.185 -3.788  0.116
43 H -3.227 -0.060 -2.441  0.066
44 H -3.266 -2.359 -2.336  0.057
45 C -1.910 2.667 -8.110  -0.084
46 C -1.292 2.525 -6.732  -0.304
47 O -1.253 1.153 -6.353  -0.102
48 H -2.922 2.256 -8.120  0.078
49 H -1.951 3.716 -8.414  0.072
50 H -1.332 2.108 -8.853  0.072
51 H -1.883 3.066 -5.991  0.085
52 H -0.272 2.924 -6.717  0.097
53 H -0.720 0.683 -7.011  0.062
54 C 5.205 -1.848 3.799  -0.089
55 C 3.736 -1.539 3.595  -0.336
56 O 3.469 -1.325 2.213  -0.099
57 H 5.825 -1.026 3.431  0.080
58 H 5.425 -2.010 4.856  0.054
59 H 5.494 -2.742 3.238  0.073
60 H 3.456 -0.634 4.138  0.111
61 H 3.109 -2.363 3.950  0.101
62 H 3.711 -2.133 1.742  0.083
63 C -3.104 5.790 -2.733  -0.094
64 C -3.289 4.959 -3.988  -0.315
65 O -2.180 4.086 -4.168  -0.102
66 H -2.184 6.377 -2.795  0.075
67 H -3.947 6.469 -2.586  0.074
68 H -3.013 5.146 -1.853  0.073
69 H -3.357 5.604 -4.866  0.115
70 H -4.203 4.360 -3.928  0.111
71 H -2.131 3.512 -3.392  0.092
72 C 3.193 -3.079 8.070  -0.097
73 C 4.528 -2.370 7.966  -0.310
74 O 4.437 -1.278 7.057  -0.098
75 H 2.877 -3.446 7.090  0.073
76 H 3.252 -3.922 8.761  0.072
77 H 2.417 -2.393 8.419  0.059
78 H 5.296 -3.053 7.597  0.112
79 H 4.845 -1.990 8.942  0.107
80 H 3.763 -0.674 7.395  0.085
81 C 1.744 -0.951 12.556  -0.094
82 C 1.536 -1.756 11.289  -0.323
83 O 2.646 -2.619 11.066  -0.099
84 H 2.659 -0.357 12.487  0.078
85 H 0.901 -0.280 12.736  0.075
86 H 1.858 -1.612 13.421  0.073
87 H 1.445 -1.093 10.426  0.108
88 H 0.627 -2.363 11.357  0.110
89 H 2.715 -3.208 11.829  0.089
90 C 0.138 -3.337 -8.234  -0.092
91 C -0.159 -1.923 -7.776  -0.335
92 O -1.462 -1.539 -8.194  -0.089
93 H 0.067 -3.411 -9.322  0.078
94 H 1.140 -3.646 -7.925  0.075
95 H -0.590 -4.039 -7.819  0.075
96 H 0.558 -1.222 -8.210  0.113
97 H -0.101 -1.845 -6.685  0.107
98 H -2.089 -2.158 -7.798  0.084
99 C 2.479 3.928 -5.524  -0.093
100 C 3.203 4.240 -6.819  -0.322
101 O 4.255 3.305 -7.033  -0.086
102 H 3.172 3.961 -4.680  0.053
103 H 1.673 4.644 -5.347  0.080
104 H 2.056 2.920 -5.551  0.071
105 H 3.643 5.239 -6.781  0.109
106 H 2.517 4.197 -7.671  0.104
107 H 3.858 2.425 -7.075  0.081
108 C 4.961 6.760 -2.017  -0.095
109 C 4.444 5.643 -2.901  -0.337
110 O 3.405 4.935 -2.236  -0.091
111 H 5.339 6.359 -1.073  0.077
112 H 5.765 7.310 -2.513  0.074
113 H 4.158 7.460 -1.768  0.072
114 H 5.243 4.935 -3.130  0.118
115 H 4.052 6.038 -3.844  0.101
116 H 2.698 5.565 -2.045  0.085

Properties
⟨S²⟩ = 0.75
multiplicity = 2
HOMO-LUMO gap (alpha / beta) = 9.12 / 9.30 eV
highest occupied orbital energy (alpha / beta) = -8.9 / -9.5 eV
LUMO energy (alpha / beta) = 0.2 / -0.2 eV

---

# 2
DFT (ωB97M-V/def2-TZVPD) results for 10 unconnected molecules or ions with the total composition C29H73N11O10P2.

Each line ends with the Löwdin charge.
Atoms and positions in Å:
1 C 2.118 -2.705 0.895  -0.111
2 C 0.928 -2.133 0.111  -0.350
3 N -0.181 -3.063 -0.125  -0.283
4 P -1.046 -3.454 1.291  0.707
5 O -1.620 -4.986 1.054  -0.360
6 P -2.933 -2.286 0.981  0.570
7 N -3.594 -2.505 -0.454  -0.367
8 H 1.847 -3.545 1.534  0.045
9 H 2.545 -1.945 1.552  0.062
10 H 2.927 -3.022 0.232  0.066
11 H 1.282 -1.822 -0.875  0.106
12 H 0.579 -1.220 0.597  0.091
13 H 0.090 -3.873 -0.670  0.086
14 H -1.310 -5.539 1.788  0.047
15 H -3.887 -2.672 1.951  -0.036
16 H -2.656 -0.920 1.241  -0.051
17 H -3.013 -3.119 -1.015  -0.074
18 C -0.739 2.169 -2.558  -0.029
19 N -1.247 1.505 -1.368  -0.220
20 C -1.851 0.187 -1.480  -0.038
21 C -1.181 2.054 -0.152  -0.355
22 O -1.581 1.512 0.874  -0.025
23 H -1.547 2.315 -3.277  0.075
24 H 0.041 1.558 -3.013  0.080
25 H -0.314 3.136 -2.302  0.095
26 H -2.882 0.220 -1.124  0.076
27 H -1.299 -0.515 -0.855  0.055
28 H -1.834 -0.151 -2.512  0.107
29 H -0.724 3.058 -0.151  0.108
30 C 4.822 0.648 -4.613  -0.055
31 N 3.573 1.381 -4.611  -0.188
32 C 2.513 0.980 -5.521  -0.039
33 C 3.351 2.420 -3.786  -0.353
34 O 2.317 3.061 -3.751  0.004
35 H 5.292 0.705 -5.597  0.089
36 H 4.640 -0.401 -4.367  0.087
37 H 5.502 1.069 -3.875  0.081
38 H 2.257 1.809 -6.183  0.096
39 H 1.626 0.704 -4.953  0.082
40 H 2.839 0.130 -6.110  0.070
41 H 4.206 2.638 -3.123  0.131
42 C -4.887 2.526 0.007  -0.053
43 N -4.869 2.780 -1.427  -0.172
44 C -6.078 3.236 -2.086  -0.042
45 C -3.760 2.603 -2.164  -0.353
46 O -3.674 2.797 -3.365  0.004
47 H -5.618 1.754 0.242  0.092
48 H -5.149 3.432 0.547  0.083
49 H -3.904 2.190 0.334  0.061
50 H -6.375 2.528 -2.861  0.091
51 H -5.908 4.204 -2.559  0.089
52 H -6.875 3.326 -1.352  0.086
53 H -2.903 2.254 -1.561  0.084
54 C 5.134 -1.172 5.572  -0.067
55 N 4.214 -2.183 5.086  -0.191
56 C 4.659 -3.561 4.986  -0.043
57 C 2.951 -1.892 4.724  -0.353
58 O 2.149 -2.710 4.311  -0.009
59 H 6.012 -1.116 4.930  0.081
60 H 5.442 -1.415 6.592  0.088
61 H 4.648 -0.201 5.570  0.068
62 H 4.580 -3.908 3.955  0.090
63 H 4.036 -4.204 5.608  0.091
64 H 5.693 -3.631 5.314  0.084
65 H 2.700 -0.825 4.851  0.134
66 C 2.026 -3.488 -8.251  -0.057
67 N 1.453 -2.919 -7.048  -0.196
68 C 0.016 -2.707 -6.972  -0.034
69 C 2.208 -2.577 -5.987  -0.371
70 O 1.780 -2.095 -4.955  -0.001
71 H 1.812 -2.848 -9.110  0.090
72 H 1.607 -4.478 -8.437  0.090
73 H 3.104 -3.578 -8.142  0.082
74 H -0.201 -1.651 -6.808  0.093
75 H -0.404 -3.272 -6.139  0.094
76 H -0.448 -3.031 -7.900  0.087
77 H 3.283 -2.775 -6.140  0.133
78 C -3.714 1.992 5.696  -0.056
79 N -4.082 2.122 4.299  -0.187
80 C -3.062 1.987 3.268  -0.051
81 C -5.341 2.369 3.906  -0.340
82 O -5.673 2.469 2.739  -0.001
83 H -2.973 2.749 5.965  0.089
84 H -3.290 1.003 5.883  0.089
85 H -4.590 2.121 6.327  0.080
86 H -3.005 2.907 2.691  0.089
87 H -3.314 1.177 2.588  0.066
88 H -2.098 1.784 3.728  0.088
89 H -6.055 2.468 4.742  0.133
90 C 1.016 4.067 1.450  -0.054
91 N 0.905 4.751 2.725  -0.185
92 C 0.611 6.174 2.748  -0.037
93 C 1.071 4.110 3.899  -0.385
94 O 1.002 4.636 4.994  0.009
95 H 1.819 4.510 0.855  0.096
96 H 0.081 4.146 0.896  0.061
97 H 1.235 3.013 1.607  0.089
98 H 1.412 6.717 3.250  0.090
99 H -0.315 6.357 3.294  0.094
100 H 0.508 6.538 1.729  0.087
101 H 1.291 3.035 3.775  0.130
102 C -3.869 -5.760 -1.236  -0.071
103 N -4.900 -6.694 -1.658  -0.197
104 C -5.737 -6.361 -2.796  -0.044
105 C -5.110 -7.863 -1.027  -0.364
106 O -5.958 -8.679 -1.339  0.002
107 H -4.319 -4.804 -0.969  0.059
108 H -3.164 -5.608 -2.059  0.092
109 H -3.328 -6.147 -0.377  0.059
110 H -6.785 -6.329 -2.497  0.092
111 H -5.630 -7.117 -3.576  0.090
112 H -5.443 -5.390 -3.188  0.086
113 H -4.424 -8.021 -0.177  0.130
114 C 6.439 4.488 3.471  -0.054
115 N 5.655 3.271 3.546  -0.193
116 C 4.240 3.354 3.859  -0.042
117 C 6.190 2.058 3.322  -0.344
118 O 5.575 1.009 3.387  0.003
119 H 6.420 5.009 4.429  0.092
120 H 6.037 5.149 2.701  0.090
121 H 7.471 4.249 3.222  0.082
122 H 4.008 2.791 4.764  0.099
123 H 3.665 2.929 3.034  0.084
124 H 3.956 4.394 4.001  0.088
125 H 7.261 2.098 3.061  0.134

Properties
SMILES = CCNP(O)[PH2]=N.CN(C)C=O.CN(C)C=O.CN(C)C=O.CN(C)C=O.CN(C)C=O.CN(C)C=O.CN(C)C=O.CN(C)C=O.CN(C)C=O
HOMO-LUMO gap = 8.02 eV
highest occupied orbital energy = -7.8 eV
LUMO energy = 0.2 eV

---

no.,strongest force on any atom (eV/A),E_tot (Ha)
1,5.428,-2889.23639
2,2.516,-3186.15713